{
  "formula": "C33H79N7O13",
  "method": "wB97M-V/def2-TZVPD",
  "elements": ["C", "N", "C", "C", "O", "H", "H", "H", "H", "H", "H", "H", "C", "N", "C", "C", "O", "H", "H", "H", "H", "H", "H", "H", "C", "N", "C", "C", "O", "H", "H", "H", "H", "H", "H", "H", "C", "N", "C", "C", "O", "H", "H", "H", "H", "H", "H", "H", "C", "N", "C", "C", "O", "H", "H", "H", "H", "H", "H", "H", "C", "N", "C", "C", "O", "H", "H", "H", "H", "H", "H", "H", "C", "N", "C", "C", "O", "H", "H", "H", "H", "H", "H", "H", "C", "O", "C", "C", "O", "C", "H", "H", "H", "H", "H", "H", "H", "H", "H", "H", "C", "O", "C", "C", "O", "C", "H", "H", "H", "H", "H", "H", "H", "H", "H", "H", "C", "O", "C", "C", "O", "C", "H", "H", "H", "H", "H", "H", "H", "H", "H", "H"],
  "positions_angstrom": [[-0.220346, 1.942146, 3.287085], [-0.203426, 1.486166, 1.876305], [0.877294, 1.063746, 1.178575], [0.619054, 0.760996, -0.339355], [2.066904, 0.982376, 1.553185], [-0.783986, 2.843096, 3.529345], [0.788904, 2.239476, 3.571875], [-0.478126, 1.057126, 3.868805], [-1.126386, 1.177856, 1.605765], [0.385884, -0.298794, -0.442115], [1.539544, 0.815496, -0.920595], [-0.232046, 1.294026, -0.763145], [3.408704, -1.566574, -0.806755], [3.585384, -2.672934, -1.825785], [4.053354, -3.895544, -1.573415], [4.400834, -4.758354, -2.739275], [4.328984, -4.212324, -0.386845], [2.344924, -1.333314, -0.761415], [3.921984, -0.642904, -1.074125], [3.852884, -1.777974, 0.165925], [3.097044, -2.586934, -2.705685], [3.588884, -5.002434, -3.424305], [4.844434, -5.646974, -2.290195], [5.304974, -4.393564, -3.226685], [2.177534, 0.219266, -3.624135], [2.916714, 0.169966, -4.911975], [3.866374, -0.724344, -5.233585], [4.398004, -0.840474, -6.632265], [4.281374, -1.563454, -4.467455], [2.685174, 0.839146, -2.885115], [2.006274, -0.714094, -3.087835], [1.230974, 0.746866, -3.741515], [2.761084, 1.008006, -5.453785], [5.468914, -0.641974, -6.675275], [3.819374, -0.200534, -7.298415], [4.339294, -1.896854, -6.894385], [-2.832666, 4.433036, 5.869185], [-1.673776, 4.008346, 6.607755], [-0.371916, 4.300386, 6.393005], [0.692994, 3.821216, 7.347835], [0.032494, 5.024996, 5.513405], [-2.721686, 3.949236, 4.898755], [-2.920096, 5.499566, 5.661895], [-3.817916, 4.252936, 6.299235], [-1.912546, 3.355216, 7.340215], [1.520344, 4.528456, 7.289485], [1.239744, 2.991916, 6.899025], [0.342324, 3.546226, 8.342575], [-2.128416, -1.677674, 2.019555], [-2.776446, -1.472594, 0.775535], [-3.165006, -0.277614, 0.429725], [-3.999746, -0.166264, -0.828755], [-2.755886, 0.799026, 0.990065], [-2.262546, -2.695134, 2.386815], [-2.451606, -1.081444, 2.872875], [-1.049006, -1.747344, 1.884945], [-3.221776, -2.303924, 0.414055], [-5.023216, 0.130586, -0.599645], [-3.952726, -1.142204, -1.311905], [-3.462306, 0.548386, -1.452075], [-3.076256, -3.554274, -3.888275], [-2.107996, -2.794534, -3.050295], [-1.723496, -1.522454, -3.072215], [-2.361956, -0.593984, -4.053815], [-0.982986, -1.153254, -2.209495], [-3.012786, -3.186554, -4.912405], [-4.036556, -3.398654, -3.396645], [-2.955036, -4.635284, -3.957725], [-1.650836, -3.353334, -2.344005], [-2.213066, 0.468256, -3.860005], [-3.443916, -0.709864, -4.117265], [-1.818686, -0.817444, -4.971985], [2.352614, 4.726316, 2.550385], [1.610374, 5.753666, 3.185455], [1.326244, 6.971096, 2.663295], [0.199774, 7.720786, 3.440905], [1.904234, 7.458016, 1.735115], [2.911054, 5.200626, 1.743375], [1.679384, 3.977426, 2.133235], [2.974924, 4.279886, 3.325975], [1.004744, 5.530216, 3.962235], [-0.680766, 7.824256, 2.806835], [0.476814, 8.666106, 3.907515], [-0.218966, 7.046656, 4.188095], [0.993804, -2.641954, 4.683345], [1.883784, -2.174424, 5.650415], [2.680794, -1.138824, 5.292205], [3.545684, -1.331224, 3.982345], [4.365954, -2.497474, 3.900465], [4.951894, -2.657204, 2.610085], [0.149354, -2.020364, 4.385645], [0.443894, -3.437134, 5.186725], [1.427494, -2.925584, 3.724395], [3.376234, -0.898924, 6.096525], [2.029164, -0.269444, 5.204775], [4.294624, -0.539344, 3.992575], [2.925284, -1.098044, 3.116985], [4.971664, -1.695844, 2.096765], [4.504124, -3.361034, 1.908495], [6.016024, -2.891354, 2.640025], [-2.232356, 3.355456, -1.309285], [-3.079646, 3.677146, -2.462305], [-4.382436, 3.925036, -1.971985], [-5.387836, 4.581246, -2.941625], [-5.742386, 3.632356, -3.912075], [-6.763966, 4.128866, -4.780725], [-2.202846, 4.176976, -0.593515], [-1.245416, 3.287546, -1.766935], [-2.548426, 2.387776, -0.919665], [-4.264986, 4.648886, -1.165545], [-4.836136, 3.077396, -1.458405], [-4.980536, 5.505696, -3.351005], [-6.223226, 4.968886, -2.358565], [-6.484556, 5.101036, -5.186835], [-7.768126, 4.120506, -4.356805], [-6.824096, 3.392426, -5.582045], [-1.528346, -7.706644, -3.890965], [-1.246376, -6.552024, -3.047255], [0.230714, -6.462864, -2.838305], [0.583864, -5.171694, -2.085695], [-0.100766, -5.055474, -0.877415], [0.599194, -4.173194, 0.038805], [-1.020166, -7.709344, -4.855245], [-2.585056, -7.514444, -4.076765], [-1.582516, -8.651744, -3.350635], [0.670114, -6.457144, -3.835805], [0.692884, -7.254754, -2.248905], [0.388634, -4.300184, -2.710555], [1.642344, -5.375504, -1.923835], [-0.078296, -3.924864, 0.855775], [0.912454, -3.202604, -0.345825], [1.426354, -4.680974, 0.534855]],
  "forces_ev_per_angstrom": [[1.7, -0.9, -0.5], [0.0, 0.8, 1.2], [2.0, 0.2, -1.6], [-0.4, -0.8, 1.2], [-2.1, 0.3, 0.4], [-0.7, -0.3, -0.6], [0.2, -0.3, -0.1], [-0.3, 0.4, 0.6], [-0.1, 0.0, -0.8], [-0.4, -0.1, 0.2], [0.0, 0.7, 0.3], [0.2, 0.1, 0.0], [0.0, -0.8, -0.9], [-0.8, 1.4, 0.5], [0.9, 0.4, 3.3], [0.9, -1.1, 0.4], [-0.2, -0.2, -2.0], [0.1, -0.1, 0.4], [0.1, -0.1, -0.7], [-0.5, -0.7, -0.2], [0.5, 0.6, -0.1], [0.2, 0.2, -0.1], [-0.7, -0.5, 0.0], [-0.5, 0.7, -0.5], [0.6, 0.7, 0.3], [-1.4, 0.8, 0.9], [0.7, -0.8, -0.4], [-0.3, 0.7, -0.4], [-0.2, -0.6, 1.5], [0.5, 0.0, -0.1], [0.0, -0.2, -0.8], [-0.1, -0.4, -0.4], [0.2, -0.4, -0.3], [-0.1, 0.4, 0.1], [0.3, -0.2, -0.4], [-0.4, 0.1, -0.1], [0.1, 0.6, -1.9], [-0.6, -0.6, 1.7], [0.5, 0.3, 0.9], [0.2, -0.8, -0.2], [-0.6, 0.7, -1.5], [-0.7, 0.1, -0.3], [0.8, 0.2, 0.1], [0.5, -0.8, 0.5], [0.5, 0.1, 0.1], [-0.5, 0.6, 0.7], [-0.5, -0.7, 0.0], [0.3, 0.2, 0.0], [1.5, -1.7, 1.4], [-0.5, -1.6, 1.1], [0.4, 4.5, -0.6], [0.7, -0.6, 0.4], [-1.2, -2.8, -0.8], [-0.7, -0.3, -0.3], [0.2, 0.6, -0.5], [0.3, 1.0, 0.2], [0.0, 0.4, -0.4], [0.1, 0.1, -0.2], [-0.4, 0.1, -0.3], [-0.4, 0.1, -0.1], [0.1, 1.2, 0.4], [-0.5, -3.3, -0.8], [-1.9, 0.4, 0.0], [0.2, 0.3, -0.6], [2.2, 1.3, 1.6], [-0.5, 0.2, 0.1], [-0.4, 0.0, -0.7], [0.8, 0.1, 0.5], [0.1, 0.1, 0.1], [0.4, -0.2, 0.5], [0.1, -0.5, -0.4], [-0.6, 0.1, -0.6], [0.2, 0.0, -0.1], [-1.6, 1.1, 0.8], [-0.8, 0.3, 1.6], [-0.3, -1.3, -0.1], [0.7, 0.7, -1.6], [0.3, -0.3, 0.1], [0.1, -0.2, -0.1], [0.4, -0.3, -0.5], [0.3, -0.5, 0.0], [0.3, 0.5, -0.5], [0.2, -0.1, -0.4], [0.4, 0.1, 0.5], [-1.0, -0.6, 0.1], [-0.8, -1.6, 0.6], [1.8, 0.8, -1.3], [0.3, 1.0, 0.6], [-0.9, -0.8, -0.2], [0.4, 0.9, -0.4], [0.1, 1.3, 0.3], [0.4, -0.6, -0.3], [0.5, -0.4, 0.2], [-0.1, -0.4, 0.3], [0.3, 0.6, -0.7], [-0.3, 0.7, 0.1], [-0.1, -0.7, -0.4], [-0.2, 0.3, -0.1], [-0.5, -0.2, 0.5], [0.0, -0.4, 0.7], [0.0, 0.1, -2.2], [-0.2, -0.2, 0.9], [-0.4, 1.4, 0.3], [1.3, -0.7, 0.7], [-0.9, 0.7, -0.3], [0.6, -1.1, -0.4], [-0.3, -0.1, 0.2], [0.1, -0.2, 0.3], [0.1, 0.3, 0.5], [-0.1, 0.4, 0.3], [0.0, -0.6, -0.4], [0.5, -0.1, -0.6], [-0.5, -0.5, 0.3], [-0.2, 0.1, 0.0], [0.1, 0.4, 0.6], [0.1, 0.2, -0.2], [-2.0, 1.6, 0.9], [2.7, -1.4, -0.3], [-2.0, 1.1, 0.3], [0.0, -1.2, -1.0], [0.3, 0.9, 0.9], [-0.7, -0.5, 0.6], [0.4, -0.1, 0.3], [-0.2, -0.2, -0.6], [0.9, -0.1, 0.0], [0.3, 0.1, 0.0], [-0.7, -0.6, 0.0], [0.3, 0.2, -0.1], [0.5, 0.8, 0.1], [-0.4, -0.2, -0.1], [0.1, -0.2, -0.7], [0.3, -0.1, -0.4]],
  "mulliken_charge": [-1.37, 0.52, 0.32, 0.36, -0.73, 0.40, 0.36, 0.39, 0.17, -0.31, 0.43, -0.39, 0.14, 0.36, 0.69, -1.25, -0.66, -0.20, 0.37, -0.45, 0.06, 0.30, 0.38, 0.35, -0.44, -0.14, 0.60, -1.04, -0.59, 0.34, -0.19, 0.34, 0.24, 0.28, 0.32, 0.27, -0.80, -0.17, 0.66, -1.08, -0.71, 0.22, 0.27, 0.34, 0.20, 0.31, 0.19, 0.38, -1.25, 0.08, 0.48, -0.36, -0.87, 0.54, 0.33, 0.24, 0.30, 0.36, 0.21, -0.21, -0.84, 0.10, 0.84, -1.69, -0.37, 0.39, 0.32, 0.04, 0.08, 0.23, 0.43, 0.51, -0.87, -0.05, 0.80, -0.72, -0.66, 0.40, 0.17, 0.26, 0.33, 0.28, 0.27, 0.01, -0.51, -0.39, -0.47, -0.27, -0.40, -0.74, 0.11, 0.35, 0.23, 0.34, 0.26, 0.47, 0.18, 0.23, 0.29, 0.34, -0.30, -0.40, -0.40, -0.67, -0.23, -0.81, 0.43, 0.22, -0.20, 0.40, 0.26, 0.38, 0.37, 0.33, 0.30, 0.23, -0.84, -0.26, -0.95, 0.29, -0.50, -0.45, 0.37, 0.26, 0.30, 0.36, 0.36, 0.07, 0.21, 0.27, -0.02, 0.45],
  "orbital_gap_ev": 8.8295,
  "homo_ev": -8.6,
  "e_above_lowest_ev": 2.658,
  "charge": 0,
  "e_lumo_ev": 0.243
}